{"formula": "C8H13FN3", "method": "the ωB97M-V functional and the def2-TZVPD basis", "elements": ["C", "C", "C", "C", "C", "C", "C", "C", "N", "N", "N", "F", "H", "H", "H", "H", "H", "H", "H", "H", "H", "H", "H", "H", "H"], "positions_angstrom": [[-2.0453, 0.0319, -0.6054], [-1.4171, 1.0263, -0.2383], [0.1911, -1.9101, 1.2237], [1.5848, -0.7043, -0.2501], [2.6047, -1.6823, -0.6912], [0.0280, 1.7441, 1.6488], [-3.0010, -1.0035, -0.9555], [-0.5884, 2.0196, 0.2656], [1.0176, -1.0426, 0.8742], [-0.3480, 3.0646, -0.4190], [1.4219, 0.3912, -0.9408], [-2.9783, -2.0681, -0.0583], [-0.2711, -1.9014, 2.1918], [-0.4920, -2.5226, 0.5016], [3.2939, -1.7889, 0.0826], [2.1206, -2.5768, -1.0137], [3.3016, -1.2274, -1.4176], [-0.6663, 1.9475, 2.4848], [0.3086, 0.6937, 1.7462], [0.7935, 2.4831, 1.8824], [-4.0342, -0.7375, -1.0418], [-2.6124, -1.4819, -1.9001], [0.4403, 3.7816, -0.1822], [-0.6800, 3.0628, -1.3708], [2.0275, 0.4008, -1.8168]], "total_charge": 1, "total_energy_ev": -15683.9831, "homo_ev": -12.63, "relative_energy_kcal_mol": 108.71, "lumo_ev": -4.651}